Entry 1:
2 unconnected molecules or ions with the total composition H4OS2, computed with the ωB97M-V functional and the def2-TZVPD basis.

Last column: Löwdin charge in e.
Element x y z (Å)
S  0.000  0.000  0.000  0.213
S  1.959  0.498  0.104  0.211
H  0.114  -0.841  -1.050  -0.225
H  1.877  1.475  -0.824  -0.197
O  0.573  -2.158  -4.099  -0.090
H  0.520  -2.720  -3.294  0.042
H  -0.324  -1.764  -4.187  0.047

Atoms 1-6, force components in eV/Å:
-0.54 -0.46 -0.18
0.43 0.47 -0.21
-0.18 0.06 0.17
0.29 -0.07 0.21
-0.98 -0.12 0.80
0.03 0.57 -0.88

## Properties
Lowest unoccupied orbital energy (eV): 0.29
Kohn-Sham gap (eV): 9.943
SMILES: SS.O
Molecular weight (g/mol): 84.165
Energy relative to the best compared isomer or geometry (same formula, charge and spin) (kcal per mole): 4.11

---

Entry 2:
2 unconnected molecules or ions with the total composition H4SSi, computed with the ωB97M-V functional and the def2-TZVPD basis.

Last column: Löwdin charge in e.
Element x y z (Å)
Si  1.479  0.091  0.282  0.540
S  -2.624  0.285  0.076  0.251
H  1.313  0.978  -0.837  -0.200
H  2.829  0.029  1.110  -0.139
H  0.670  -1.109  0.064  -0.197
H  -3.667  -0.274  -0.694  -0.255

Force components x, y, z for each atom (eV/Å):
0.70 -0.05 1.57
-1.13 -0.58 -0.83
0.35 0.47 -0.52
-1.34 -0.07 -1.16
0.26 -0.36 0.09
1.16 0.59 0.84

## Properties
Lowest unoccupied orbital energy (alpha / beta) (eV): -0.64 / -2.52
Kohn-Sham gap (alpha / beta) (eV): 9.513 / 5.013
Molecular weight (g/mol): 64.185
Energy relative to the best compared isomer or geometry (same formula, charge and spin) (kcal per mole): 98.53

---

Entry 3:
25 unconnected molecules or ions with the total composition H50O25, computed with the ωB97M-V functional and the def2-TZVPD basis.

Last column: Löwdin charge in e.
Element x y z (Å)
O  -0.476  -3.712  -3.136  -0.034
H  -1.112  -3.140  -2.707  -0.012
H  -0.336  -3.314  -3.995  0.049
O  0.538  4.826  -2.146  -0.044
H  -0.225  5.028  -1.604  -0.003
H  0.343  3.968  -2.524  -0.006
O  0.102  -0.334  -0.211  -0.007
H  -0.817  -0.297  0.051  0.012
H  0.414  -1.175  0.123  0.023
O  -1.999  4.309  -0.316  -0.036
H  -1.740  4.324  0.606  0.010
H  -2.917  4.581  -0.311  0.053
O  -1.606  -3.957  3.166  -0.052
H  -1.509  -4.794  2.711  0.043
H  -2.197  -3.449  2.610  -0.047
O  -5.005  1.346  0.527  -0.024
H  -4.990  2.139  1.064  0.060
H  -5.906  1.289  0.209  0.059
O  -1.344  2.679  -2.615  -0.045
H  -1.922  1.962  -2.876  0.018
H  -1.678  2.959  -1.763  0.016
O  -3.020  -0.387  -0.238  -0.042
H  -3.785  0.090  0.084  -0.006
H  -3.376  -1.015  -0.867  0.007
O  -3.515  -2.937  1.644  -0.023
H  -4.255  -2.343  1.775  0.072
H  -3.851  -3.613  1.055  0.066
O  0.232  1.128  3.726  -0.051
H  -0.490  0.616  3.362  -0.021
H  0.964  0.968  3.129  -0.025
O  0.682  -2.504  1.515  -0.040
H  -0.196  -2.285  1.827  0.016
H  0.998  -3.164  2.132  0.075
O  1.908  -4.773  -1.639  -0.081
H  2.196  -3.973  -1.199  -0.051
H  1.039  -4.560  -1.980  -0.024
O  2.773  -0.218  5.088  -0.050
H  2.230  0.185  4.410  -0.023
H  3.664  0.069  4.884  0.025
O  2.419  1.056  2.107  -0.036
H  3.112  1.690  1.923  0.053
H  2.257  0.627  1.267  0.042
O  -1.562  -0.464  2.434  -0.030
H  -1.873  -0.950  3.198  0.070
H  -2.075  -0.810  1.704  0.005
O  2.868  -2.931  -0.112  -0.029
H  2.286  -2.622  0.582  0.002
H  3.495  -3.499  0.335  0.063
O  -0.729  3.335  1.885  -0.029
H  -0.898  3.661  2.769  0.082
H  -0.607  2.392  1.997  0.049
O  3.035  1.580  -3.720  -0.054
H  2.306  1.562  -3.099  -0.027
H  2.667  1.973  -4.511  0.036
O  1.778  4.138  1.587  -0.044
H  1.754  5.012  1.978  0.054
H  0.859  3.877  1.526  -0.015
O  -2.950  -2.540  -2.063  -0.026
H  -3.084  -3.117  -1.311  0.054
H  -3.519  -2.899  -2.744  0.080
O  2.976  -1.444  -4.353  -0.064
H  3.726  -1.355  -4.942  0.025
H  3.059  -0.708  -3.746  -0.003
O  -1.989  0.065  -3.368  -0.027
H  -1.598  -0.397  -4.109  0.058
H  -1.740  -0.455  -2.603  0.011
O  2.799  2.464  -0.366  -0.060
H  1.998  2.198  -0.818  -0.030
H  2.505  3.090  0.296  -0.027
O  0.982  1.392  -1.937  -0.060
H  0.755  0.571  -1.501  0.012
H  0.139  1.774  -2.183  0.007
O  4.958  -1.890  2.361  -0.049
H  5.386  -1.923  1.506  0.032
H  4.690  -0.977  2.460  0.015

Atoms 1-6, force components in eV/Å:
-0.07 -0.24 0.03
-0.27 0.18 0.21
0.36 0.02 -0.25
0.42 0.37 0.00
-0.28 -0.02 0.13
-0.11 -0.14 -0.14

## Properties
Lowest unoccupied orbital energy (eV): -1.27
Kohn-Sham gap (eV): 8.271
Molecular weight (g/mol): 450.375
Energy relative to the best compared isomer or geometry (same formula, charge and spin) (kcal per mole): 84.54

---

Entry 4:
25 unconnected molecules or ions with the total composition H50O25, computed with the ωB97M-V functional and the def2-TZVPD basis.

Last column: Löwdin charge in e.
Element x y z (Å)
O  -4.759  0.350  2.045  -0.062
H  -4.832  0.404  2.998  0.034
H  -3.881  0.001  1.891  -0.036
O  -1.559  5.457  -2.448  -0.027
H  -2.334  4.951  -2.689  0.069
H  -1.531  6.172  -3.084  0.063
O  -1.024  -0.298  4.298  -0.031
H  -0.915  0.631  4.505  0.056
H  -0.925  -0.744  5.139  0.083
O  0.852  4.625  -4.572  -0.045
H  1.557  4.051  -4.272  0.026
H  1.026  5.463  -4.144  0.031
O  -4.809  -2.693  1.794  -0.045
H  -3.959  -2.280  1.946  0.000
H  -5.161  -2.243  1.026  0.047
O  0.094  2.571  -1.650  -0.020
H  -0.420  3.350  -1.436  0.021
H  0.816  2.900  -2.184  0.044
O  0.224  -2.817  1.721  -0.044
H  0.122  -3.464  1.023  0.023
H  -0.554  -2.263  1.650  0.029
O  -2.995  -2.419  -2.296  -0.037
H  -3.526  -1.864  -2.868  0.043
H  -2.129  -2.426  -2.705  -0.002
O  -1.069  -3.297  4.073  -0.054
H  -0.448  -2.927  3.445  -0.022
H  -1.590  -3.915  3.560  0.039
O  -0.782  -2.159  -4.168  -0.045
H  -0.609  -1.284  -3.820  -0.004
H  0.018  -2.391  -4.641  0.049
O  2.035  1.588  1.785  -0.043
H  1.090  1.688  1.894  -0.002
H  2.411  2.337  2.248  0.053
O  -0.318  0.193  -0.210  -0.041
H  0.379  -0.449  -0.347  0.015
H  -0.092  0.920  -0.791  -0.023
O  0.403  0.377  -3.976  -0.026
H  0.711  0.815  -4.770  0.072
H  -0.297  0.942  -3.647  0.057
O  -0.329  5.282  0.021  -0.046
H  0.435  5.843  -0.113  0.030
H  -0.751  5.242  -0.837  -0.031
O  1.912  -3.471  -2.274  -0.051
H  2.788  -3.772  -2.031  0.055
H  1.954  -2.518  -2.191  -0.028
O  1.864  -0.863  -1.887  -0.035
H  2.486  -0.242  -1.507  0.000
H  1.666  -0.504  -2.752  0.031
O  3.677  0.755  -0.750  -0.031
H  3.100  0.980  -0.019  0.034
H  4.247  1.518  -0.849  0.080
O  -3.572  -4.426  -0.191  -0.065
H  -3.924  -4.029  0.606  -0.021
H  -3.287  -3.684  -0.724  -0.025
O  1.680  -0.137  4.152  -0.055
H  2.119  0.217  3.379  0.002
H  0.777  -0.282  3.871  -0.025
O  5.108  -1.488  -1.554  -0.055
H  4.344  -0.967  -1.307  -0.027
H  5.809  -1.171  -0.984  0.031
O  -0.368  2.666  2.542  -0.019
H  -0.343  3.623  2.514  0.053
H  -1.090  2.462  3.136  0.050
O  -2.306  -0.902  1.952  -0.041
H  -1.989  -0.433  1.180  0.039
H  -1.848  -0.492  2.686  0.010
O  2.677  4.253  0.375  -0.044
H  1.915  3.775  0.702  -0.003
H  2.463  5.174  0.522  0.026
O  2.762  -2.937  2.634  -0.069
H  2.662  -2.882  3.585  0.021
H  1.900  -2.701  2.289  -0.038
O  0.073  -4.592  -0.443  -0.043
H  -0.464  -5.097  -1.054  0.055
H  0.632  -4.053  -1.002  -0.007

Atoms 1-6, force components in eV/Å:
-0.66 0.68 -0.21
-0.12 -0.11 0.19
0.44 -0.35 0.09
0.04 -0.11 0.07
-0.26 -0.22 -0.05
0.08 0.22 -0.13

## Properties
Lowest unoccupied orbital energy (eV): -1.03
Kohn-Sham gap (eV): 8.737
Molecular weight (g/mol): 450.375
Energy relative to the best compared isomer or geometry (same formula, charge and spin) (kcal per mole): 79.20

---

Entry 5:
28 unconnected molecules or ions with the total composition H56O28, computed with the ωB97M-V functional and the def2-TZVPD basis.

Last column: Löwdin charge in e.
Element x y z (Å)
O  14.082  12.532  7.996  -0.048
H  14.731  12.177  7.388  0.007
H  13.239  12.277  7.622  0.021
O  13.313  5.225  6.951  -0.021
H  12.674  4.528  6.805  0.056
H  14.044  5.006  6.374  0.010
O  18.552  12.836  7.142  -0.056
H  17.922  13.550  7.047  0.027
H  18.580  12.664  8.083  -0.003
O  10.418  5.264  8.158  -0.063
H  10.665  4.346  8.273  0.025
H  10.727  5.488  7.280  -0.035
O  14.463  8.770  7.454  -0.019
H  14.504  8.411  6.568  0.012
H  15.161  9.423  7.481  0.023
O  12.120  10.951  6.934  -0.032
H  12.752  10.245  6.801  0.032
H  11.449  10.801  6.268  0.072
O  12.104  5.672  3.472  -0.029
H  12.508  6.534  3.372  0.007
H  12.843  5.070  3.562  0.002
O  13.844  11.259  4.023  -0.022
H  13.232  11.984  4.144  0.063
H  14.636  11.668  3.675  0.057
O  14.871  14.775  9.448  -0.059
H  14.427  15.457  8.944  0.034
H  14.631  13.959  9.010  -0.034
O  15.454  7.502  5.098  -0.050
H  15.718  7.422  4.182  0.008
H  16.177  7.114  5.591  0.001
O  14.369  10.725  13.104  -0.059
H  14.598  11.511  13.601  0.024
H  14.679  10.904  12.216  -0.035
O  15.665  11.100  6.245  -0.053
H  15.701  10.823  5.329  0.045
H  16.431  10.693  6.649  -0.008
O  13.946  3.761  9.857  -0.050
H  13.988  4.704  10.016  -0.004
H  14.522  3.380  10.520  0.029
O  14.592  4.016  3.905  -0.049
H  15.043  4.338  4.685  -0.026
H  14.660  3.063  3.964  0.051
O  18.024  7.894  8.931  -0.039
H  17.526  7.424  9.600  0.015
H  18.723  8.333  9.416  0.075
O  16.131  6.846  10.680  -0.045
H  15.449  6.883  10.009  -0.018
H  15.741  7.275  11.442  0.062
O  14.776  11.617  10.566  -0.049
H  14.723  11.692  9.614  0.010
H  14.448  12.455  10.892  0.054
O  17.794  9.713  6.898  -0.026
H  17.857  9.164  7.680  -0.003
H  18.611  9.550  6.425  0.071
O  13.191  8.554  3.620  -0.041
H  13.592  9.423  3.611  0.014
H  13.700  8.061  4.264  0.017
O  11.081  11.083  9.638  -0.050
H  11.638  10.666  8.980  -0.005
H  11.158  12.020  9.458  0.022
O  17.728  6.406  6.387  -0.025
H  18.564  6.653  5.991  0.071
H  17.681  6.925  7.190  0.017
O  15.344  14.291  5.006  -0.037
H  14.575  14.479  4.467  0.031
H  15.144  13.454  5.425  -0.012
O  13.995  6.545  9.166  -0.065
H  14.122  7.398  8.751  0.010
H  13.627  5.995  8.475  -0.004
O  17.462  12.701  10.048  -0.047
H  17.046  12.127  10.691  0.020
H  17.258  13.586  10.350  0.037
O  10.089  5.470  5.563  -0.044
H  10.819  5.561  4.950  -0.003
H  9.590  4.723  5.233  0.057
O  16.671  6.903  2.546  -0.025
H  17.620  6.807  2.626  0.050
H  16.357  6.021  2.343  0.050
O  11.013  8.427  2.034  -0.059
H  10.344  8.799  2.608  0.028
H  11.814  8.442  2.558  -0.045
O  15.907  4.000  6.175  -0.026
H  16.507  4.718  6.378  0.024
H  16.302  3.233  6.591  0.080

Atoms 1-6, force components in eV/Å:
0.25 0.54 0.62
0.46 -0.33 -0.56
-0.58 -0.31 -0.16
-0.26 0.25 -0.24
-0.25 -0.15 0.08
0.32 -0.16 0.05

## Properties
Lowest unoccupied orbital energy (eV): -0.71
Kohn-Sham gap (eV): 9.365
Molecular weight (g/mol): 504.420
Energy relative to the best compared isomer or geometry (same formula, charge and spin) (kcal per mole): 54.26

---

Entry 6:
29 unconnected molecules or ions with the total composition H58O29, computed with the ωB97M-V functional and the def2-TZVPD basis.

Last column: Löwdin charge in e.
Element x y z (Å)
O  3.451  -0.486  1.668  -0.031
H  3.747  -1.262  1.192  0.064
H  4.243  -0.143  2.083  0.044
O  -0.899  3.801  -0.573  -0.037
H  -0.145  3.222  -0.686  -0.002
H  -1.287  3.863  -1.446  0.024
O  3.379  3.547  0.901  -0.021
H  3.272  2.973  1.660  0.042
H  3.135  4.416  1.221  0.080
O  -2.769  1.385  1.030  -0.021
H  -2.615  2.297  1.277  0.050
H  -2.162  1.227  0.307  0.016
O  -4.304  -0.432  -0.937  -0.024
H  -3.832  0.371  -0.716  0.000
H  -4.055  -0.616  -1.842  0.021
O  2.231  4.162  4.260  -0.038
H  1.418  3.991  3.784  -0.012
H  2.151  3.651  5.065  0.042
O  -1.751  0.466  -1.649  -0.050
H  -1.113  0.096  -2.259  0.004
H  -2.236  1.107  -2.168  0.002
O  -0.866  -0.809  2.226  -0.049
H  -0.596  0.094  2.395  0.040
H  -0.053  -1.266  2.008  -0.004
O  -5.467  1.317  1.442  -0.052
H  -4.518  1.400  1.349  -0.038
H  -5.698  1.948  2.123  0.024
O  0.451  -0.307  -0.136  -0.053
H  -0.472  -0.123  -0.311  0.017
H  0.767  0.470  0.326  -0.006
O  -3.968  -1.016  -4.111  -0.051
H  -4.030  -1.340  -5.009  0.036
H  -3.557  -1.731  -3.626  -0.004
O  -0.157  3.087  3.309  -0.022
H  -0.364  3.456  4.168  0.074
H  -0.906  3.323  2.761  0.067
O  0.407  0.141  -3.111  -0.039
H  0.698  0.553  -2.297  0.014
H  1.077  0.377  -3.752  0.077
O  1.877  -3.299  -3.237  -0.054
H  2.662  -2.752  -3.236  0.070
H  1.330  -2.934  -3.933  -0.021
O  -3.222  -1.947  1.007  -0.045
H  -3.477  -1.323  0.327  -0.016
H  -2.443  -1.559  1.406  -0.004
O  3.665  1.359  4.052  -0.033
H  3.045  0.828  4.552  0.023
H  3.445  2.262  4.279  0.000
O  1.555  -0.949  4.079  -0.036
H  1.585  -1.198  3.155  -0.009
H  1.966  -1.682  4.538  0.056
O  -3.357  2.370  -2.684  -0.017
H  -4.306  2.289  -2.772  0.073
H  -3.160  3.250  -3.005  0.056
O  4.765  0.395  -1.295  -0.053
H  3.920  0.560  -0.878  -0.005
H  5.319  1.122  -1.011  -0.002
O  1.264  1.301  1.747  -0.042
H  0.873  1.689  2.529  0.017
H  2.120  0.985  2.038  0.005
O  -2.275  -2.089  4.260  -0.064
H  -1.842  -1.729  3.486  -0.035
H  -3.209  -1.963  4.092  0.027
O  0.890  -2.825  1.441  -0.025
H  0.570  -2.192  0.798  -0.011
H  0.441  -3.641  1.220  0.069
O  5.863  3.024  -0.026  -0.053
H  6.390  3.551  0.575  0.041
H  4.984  3.036  0.352  -0.030
O  -0.080  -2.408  -4.592  -0.023
H  0.182  -2.072  -5.449  0.078
H  -0.074  -1.640  -4.021  0.021
O  1.840  2.246  -1.331  -0.031
H  1.875  2.841  -2.080  0.061
H  2.252  2.734  -0.618  0.006
O  3.056  -5.223  -1.633  -0.060
H  2.401  -4.530  -1.549  -0.004
H  3.113  -5.387  -2.575  0.021
O  -2.273  -3.492  -3.207  -0.047
H  -2.000  -4.112  -3.884  0.039
H  -1.457  -3.216  -2.791  -0.035
O  -0.261  -2.701  -1.643  -0.031
H  0.262  -1.952  -1.356  0.014
H  0.310  -3.174  -2.249  0.007
O  -4.261  -4.070  -0.236  -0.071
H  -3.691  -3.345  0.022  -0.035
H  -5.042  -3.647  -0.591  0.020

Atoms 1-6, force components in eV/Å:
-0.17 0.19 -0.03
-0.06 -0.29 -0.30
0.25 0.17 0.32
-0.20 0.25 0.39
0.45 -0.41 -0.08
-0.16 -0.04 -0.12

## Properties
Lowest unoccupied orbital energy (eV): -0.80
Kohn-Sham gap (eV): 8.354
Molecular weight (g/mol): 522.435
Energy relative to the best compared isomer or geometry (same formula, charge and spin) (kcal per mole): 93.10